Entry 1:
16
Properties=species:S:1:pos:R:3 method="wB97M-V/def2-TZVPD" homo_ev="-8.58 / -8.71" charge=0 lumo_ev="-0.21 / -0.23" mol_weight_g_mol=119.19 orbital_gap_ev="8.366 / 8.483"
C -0.8241 -1.2678 -0.2447
C 0.5783 -1.5407 -0.4258
C 0.3454 1.0782 0.4501
C -0.4271 2.0892 -0.1993
N -1.1628 -0.5707 0.9212
O 2.6557 -0.1611 0.4511
S 1.5765 0.0759 -0.5070
H -1.3031 -0.8142 -1.1659
H -1.4331 -2.1797 -0.0805
H 1.1346 -2.1648 0.4017
H 0.8028 -1.8480 -1.4220
H 0.6818 1.0688 1.4319
H -1.3260 2.3029 0.2748
H -0.4319 1.7559 -1.3382
H 0.1069 3.1840 -0.3375
H -0.9738 -1.0080 1.7901

---

Entry 2:
26
Properties=species:S:1:pos:R:3 method="wB97M-V/def2-TZVPD" homo_ev=-14.06 charge=+1 lumo_ev=-3.18 mol_weight_g_mol=124.20 orbital_gap_ev=10.875
C -0.6211 -1.2880 0.1566
C -0.5263 0.0838 -0.7561
C -1.8169 0.1235 -1.6003
C 0.5681 -0.0648 -1.8072
C 0.9704 1.3913 -2.2529
N -0.9211 -0.5662 1.5424
H -1.3110 -2.0522 0.0380
H 0.4103 -1.9331 -0.0504
H -0.2884 1.0235 -0.2441
H -1.6421 0.7754 -2.5693
H -2.6686 0.4867 -1.0927
H -1.8361 -0.9681 -1.9755
H 0.4102 -0.7252 -2.7186
H 1.5288 -0.3828 -1.2860
H 0.8391 2.1678 -1.5845
H 0.5387 1.5471 -3.2437
H 2.0117 1.3977 -2.5793
H -0.5417 -1.0400 2.3680
H -1.8917 -0.2125 1.6283
H -0.3333 0.3461 1.5864
H 1.1542 -1.6084 3.6086
H 1.7241 -2.8599 2.6436
O 1.1871 -1.9281 2.6263
H 1.7404 1.8506 2.3306
H 0.5574 2.4709 3.0016
O 0.7580 1.9650 2.2301

---

Entry 3:
88
Properties=species:S:1:pos:R:3 method="wB97M-V/def2-TZVPD" homo_ev=-6.47 charge=0 lumo_ev=-0.04 mol_weight_g_mol=874.89 orbital_gap_ev=6.433
Sc 0.7064 1.3300 -0.3677
C -3.1205 0.9082 2.7673
C -3.1224 -0.0264 1.5831
C -4.4658 -0.6438 1.2931
O -2.2014 -1.1705 1.8218
P -0.6475 -0.9632 1.7971
O -0.2207 0.3780 1.3402
C -0.0240 -2.1829 0.6405
P -0.4243 -1.7721 -1.0611
O -0.2027 -0.3184 -1.3328
O -1.9216 -2.1557 -1.2920
C -2.3645 -3.5497 -1.4317
C -3.5485 -3.7325 -0.5128
C -2.6721 -3.7899 -2.8895
O 0.3824 -2.7609 -1.9555
C 1.8553 -2.6607 -2.1342
C 2.1049 -2.7161 -3.6187
C 2.4967 -3.7919 -1.3666
O -0.0867 -1.2861 3.2105
C -0.5197 -2.2482 4.2224
C -1.6828 -1.6825 5.0027
C -0.8011 -3.6068 3.6195
H -3.6799 1.8041 2.4952
H -2.1118 1.2328 3.0225
H -3.5903 0.4486 3.6388
H -2.7339 0.4999 0.7116
H -4.7736 -1.3011 2.1084
H -4.4513 -1.2123 0.3641
H -5.2072 0.1501 1.1976
H -0.4014 -3.1832 0.8582
H 1.0657 -2.1666 0.7492
H -1.5420 -4.1955 -1.1146
H -4.4182 -3.1895 -0.8852
H -3.3234 -3.3743 0.4920
H -3.8038 -4.7915 -0.4593
H -3.4103 -3.0661 -3.2360
H -3.0836 -4.7921 -3.0179
H -1.7759 -3.7009 -3.5013
H 2.1606 -1.6957 -1.7311
H 1.7961 -3.6799 -4.0276
H 3.1711 -2.5883 -3.8105
H 1.5645 -1.9261 -4.1374
H 2.0949 -4.7533 -1.6920
H 2.3494 -3.6836 -0.2930
H 3.5722 -3.7897 -1.5460
H 0.3602 -2.3118 4.8616
H -2.5913 -1.6713 4.4011
H -1.4654 -0.6686 5.3350
H -1.8578 -2.3038 5.8820
H -1.6523 -3.5690 2.9353
H -1.0580 -4.3019 4.4195
H 0.0709 -4.0022 3.0988
C 3.6033 0.6444 -2.5599
O 2.1827 0.5179 -2.4895
C 1.5514 0.8391 -3.7192
C 1.1474 2.2831 -3.7346
O 0.1271 2.4483 -2.7568
C -0.5741 3.6746 -2.9881
H 3.9790 0.0428 -3.3937
H 4.0084 0.2792 -1.6212
H 3.8908 1.6898 -2.6921
H 0.6577 0.2158 -3.7982
H 2.2151 0.6167 -4.5610
H 0.7574 2.5456 -4.7244
H 1.9950 2.9356 -3.5003
H -0.8864 3.7136 -4.0348
H 0.0750 4.5283 -2.7697
H -1.4312 3.7042 -2.3281
S 7.7030 2.7197 1.9006
C 6.1837 2.3901 1.3575
S 5.1950 3.5191 0.5105
C 3.7979 2.4961 0.2556
C 3.8921 1.2553 0.7667
S 2.6632 0.0069 0.6871
S 5.3879 0.8782 1.5901
S 2.4586 3.1705 -0.6548
F 1.0521 7.3685 2.9176
C 0.4876 6.3486 2.2682
C 0.9681 5.0619 2.4352
F 2.0070 4.8346 3.2383
C 0.3626 4.0256 1.7555
F 0.8639 2.7854 1.9298
C -0.7083 4.1978 0.8896
S -1.4332 2.8356 0.0354
C -1.1585 5.5030 0.7441
F -2.1821 5.7781 -0.0771
C -0.5812 6.5658 1.4179
F -1.0516 7.8048 1.2492

---

Entry 4:
16
Properties=species:S:1:pos:R:3 method="wB97M-V/def2-TZVPD" homo_ev=-15.72 charge=+1 lumo_ev=-3.60 mol_weight_g_mol=113.06 orbital_gap_ev=12.116
Na 0.1099 -0.0755 0.2493
O 0.7322 0.7130 -1.3053
H 0.4426 0.8375 -2.2091
H 1.4361 1.3511 -1.1889
O 0.2691 -1.3752 -1.1052
H -0.1624 -2.2150 -0.9476
H -0.2031 -0.9984 -1.8477
O -0.6810 0.7480 1.5941
H -1.5936 0.5026 1.7461
H -0.3431 0.9656 2.4628
O -1.6706 0.5099 -0.3884
H -2.4539 0.2842 0.1133
H -1.8479 0.1825 -1.2702
O 1.7386 -0.5607 1.0773
H 1.9002 0.2910 1.4832
H 2.3267 -1.1606 1.5361

---

Entry 5:
27
Properties=species:S:1:pos:R:3 method="wB97M-V/def2-TZVPD" homo_ev=-7.13 charge=0 lumo_ev=0.76 mol_weight_g_mol=224.29 orbital_gap_ev=7.889
C 2.6851 -1.0888 0.2088
C 2.6132 0.2985 0.4175
C 0.3769 -0.9685 -0.5099
C 1.5045 -1.7150 -0.2937
C 0.2717 0.4687 -0.3734
C 1.5093 1.0521 0.0381
C -0.6766 2.6547 -0.5831
C 1.3452 -3.2276 -0.4282
C -2.6484 0.6958 1.4292
N -0.8855 1.2281 -0.7926
N 1.5676 2.4537 -0.0021
N 0.3978 3.1524 -0.1793
N -1.8482 0.1243 -1.0962
O -3.9566 -0.7207 -0.2392
S -2.6061 -0.6250 0.2232
H 3.6404 -1.5914 0.1549
H 3.3908 0.8759 0.8612
H -0.5466 -1.4598 -0.6819
H -1.5332 3.3188 -0.5731
H 2.0323 -3.8536 -1.1173
H 0.3191 -3.3604 -0.7002
H 1.5735 -3.7060 0.5665
H -1.6653 1.1612 1.4930
H -3.4869 1.2475 0.9075
H -2.9343 0.1385 2.2849
H 2.2525 2.8879 0.4922
H -2.6922 0.5586 -1.5069

---

Entry 6:
15
Properties=species:S:1:pos:R:3 method="wB97M-V/def2-TZVPD" homo_ev=-8.87 charge=0 lumo_ev=1.05 mol_weight_g_mol=87.12 smiles="CC/N=C/OC" orbital_gap_ev=9.925
C 2.3239 0.7773 0.5390
C 1.0919 0.1907 -0.1423
N -0.1763 0.2912 0.5627
C -0.6370 -0.8955 0.4438
O -1.8606 -1.2097 0.0498
C -2.6461 -0.0892 -0.3458
H 2.0643 1.6767 1.1158
H 2.7682 0.0648 1.2372
H 3.0811 1.0605 -0.2003
H 1.0552 -0.8923 -0.4876
H 0.9324 0.6408 -1.1266
H -0.0728 -1.8011 0.6979
H -3.4165 -0.4764 -1.0093
H -2.0300 0.6641 -0.8465
H -3.0807 0.3520 0.5499

---

Energy above the lowest of the compared OMol25 structures with the same formula, charge and spin values (in kJ/mol) by entry order: 564.3; 277.2; 8.0; 458.6; 528.3; 277.7.